The following is a quantum chemistry calculation of a 7-piece molecular cluster, C4H22N2O9 overall in a non-equilibrium geometry, from the OMol25 dataset.

Computed properties:
HOMO (eV): -8.88
Total charge: 0
E_tot (eV): -25910.86244
Frontier orbital gap (eV): 8.854
ΔE to the lowest compared entry with this formula, charge and spin (kJ/mol): 375.9
2S+1: 1

Cartesian coordinates (Å):
N -0.322 -2.366 -0.640
C -0.516 -1.553 -1.791
O -0.880 -1.970 -2.865
C -0.396 -0.027 -1.450
N 0.181 0.619 -2.631
C -1.832 0.201 -1.049
C -1.612 1.709 -0.558
O -0.866 1.911 0.593
O -2.929 2.207 -0.347
H -0.292 -3.345 -0.652
H 0.279 -2.000 0.080
H 0.357 0.200 -0.555
H 1.094 0.232 -2.853
H -0.480 0.884 -3.302
H -2.504 0.198 -1.952
H -2.289 -0.423 -0.148
H -1.149 2.442 -1.239
H -0.964 1.095 1.114
H -3.626 1.566 -0.024
O 2.869 -2.787 -0.099
H 2.851 -1.943 0.314
H 2.964 -2.682 -1.028
O 1.471 -0.364 1.463
H 1.966 0.318 1.246
H 1.390 -0.658 2.287
O 1.068 -2.654 1.962
H 0.467 -3.375 1.923
H 1.983 -2.949 2.133
O 2.948 1.775 0.559
H 2.771 2.666 0.997
H 2.317 1.735 -0.128
O -1.789 -0.135 2.204
H -1.243 -0.827 1.727
H -1.543 -0.442 3.143
O 0.866 3.395 2.164
H 0.636 3.322 1.222
H 0.081 3.221 2.609

Results of the Löwdin charge analysis, in e, for atoms 1 through 2: atom 1 (N): 0.161, atom 2 (C): -0.484